Here is C38H33F3N4O6P2SV as an isolated structure from the OMol25 dataset. Energies are from ωB97M-V/def2-TZVPD.

ORCA input file:
```
! wB97M-V def2-TZVPD RIJCOSX def2/J DEFGRID3
* xyz -2 4
V -18.4590 -2.1138 6.1228
C -19.6503 -0.4474 9.9749
C -19.3430 -0.8628 8.6090
N -19.1123 -2.0485 8.1130
N -19.0399 -3.1676 8.8506
C -20.1469 -3.8682 8.8084
N -19.9433 -5.1497 9.1225
S -21.6483 -3.1148 8.3217
C -19.0356 0.2356 7.6983
C -19.0955 1.5937 7.9964
C -19.0638 2.5438 7.0378
C -18.7547 2.1266 5.7106
C -18.3883 0.8255 5.4996
N -18.6298 -0.1340 6.4007
H -19.7245 -1.3668 10.5470
H -20.4976 0.2419 10.0982
H -18.7570 0.0883 10.4485
H -19.0226 -5.5226 9.2910
H -20.6343 -5.8597 9.0720
H -19.2694 1.9560 9.0287
H -19.3066 3.5932 7.2122
H -18.7880 2.8330 4.8699
H -18.1090 0.5360 4.4853
C -17.7704 -2.4942 1.4630
C -16.2399 -2.6550 1.6675
P -15.8867 -3.1242 3.4167
C -15.4318 -4.8540 3.2072
C -14.2328 -5.3816 2.6865
C -14.0325 -6.7695 2.6268
C -14.9642 -7.6718 3.2055
C -16.2350 -7.1618 3.4802
C -16.4481 -5.7758 3.5241
C -14.2110 -2.4230 3.6631
C -13.7451 -1.2231 3.1268
C -12.5242 -0.6879 3.4591
C -11.7210 -1.3771 4.3647
C -12.1031 -2.6415 4.8363
C -13.3449 -3.0758 4.6299
P -18.6196 -3.6791 0.2636
C -18.9363 -2.3725 -0.9974
C -19.6169 -1.1685 -0.7732
C -19.9516 -0.3650 -1.8491
C -19.7461 -0.7932 -3.1857
C -19.2419 -2.0376 -3.3432
C -18.8241 -2.8520 -2.2990
C -20.0416 -4.2851 1.1277
C -22.4938 -3.1898 3.7947
C -23.5954 -3.8485 3.2102
C -23.6321 -4.4918 1.9038
C -22.4977 -4.7258 1.1776
C -21.4074 -3.6708 0.9626
H -17.7831 -1.5119 0.9904
H -18.2394 -2.4169 2.3748
H -15.7611 -1.7518 1.3082
H -15.8412 -3.4250 0.9697
H -13.4387 -4.6716 2.3847
H -13.0683 -7.0389 2.1661
H -14.8990 -8.7693 3.1944
H -16.9313 -7.8295 4.0230
H -18.4393 -5.5478 3.5360
H -14.2536 -0.6998 2.3169
H -12.0488 0.1488 2.9691
H -10.7523 -0.9379 4.7048
H -11.4841 -3.1698 5.5447
H -13.6440 -3.9983 5.0164
H -19.8974 -0.7622 0.1698
H -20.4454 0.6033 -1.6972
H -19.9929 -0.1231 -3.9927
H -19.1946 -2.4311 -4.3046
H -18.2997 -3.7884 -2.4694
H -22.4752 -2.8268 4.8101
H -24.5172 -3.9825 3.7100
H -24.6187 -4.8185 1.6193
H -22.3314 -5.6975 0.7344
H -21.4937 -3.3849 -0.1477
O -20.0768 -0.6487 3.2887
C -20.4155 -1.7763 3.6916
O -19.8993 -2.5661 4.6073
C -21.5308 -2.5445 3.0663
O -21.5933 -2.4981 1.6862
O -19.9803 -5.3021 1.8359
F -14.3731 -2.6288 7.3293
C -15.3583 -1.6733 7.2966
F -15.4392 -1.2202 8.5808
F -14.8228 -0.6146 6.6275
C -16.7193 -2.3253 6.7969
O -16.7814 -3.5152 7.1878
O -17.6074 -5.3159 4.0537
*
```

- molecular weight (g mol⁻¹) = 843.66
- energy relative to the best compared isomer or geometry (same formula, charge and spin) (kcal/mol) = 226.3
- gap between HOMO and LUMO (spin up / spin down) (eV) = 3.15 / 2.95
- LUMO (spin up / spin down) (eV) = 3.70 / 3.70

***

Here is C46H52BF5N4OP2SSiW as an isolated structure from the OMol25 dataset. Energies are from ωB97M-V/def2-TZVPD.

ORCA input file:
```
! wB97M-V def2-TZVPD RIJCOSX def2/J DEFGRID3
* xyz 0 1
W -0.8263 0.1413 -0.1172
N -0.8749 1.6218 -4.5071
C -0.9377 1.0043 -3.2912
S -1.2746 1.9818 -1.9175
N -0.7977 -0.2816 -3.2745
N -0.9894 -0.8432 -2.0310
C -1.2404 -2.1243 -2.0754
C -1.2720 -2.9193 -3.3224
C -0.1131 -3.1450 -4.0564
C -0.1604 -3.9024 -5.2122
C -1.3656 -4.4368 -5.6518
C -2.5233 -4.2173 -4.9237
C -2.4740 -3.4652 -3.7587
C -1.6150 -2.7158 -0.8080
C -1.8892 -4.0745 -0.6501
C -2.3235 -4.5361 0.5713
C -2.5130 -3.6257 1.6093
C -2.1947 -2.3052 1.3949
N -1.7258 -1.8430 0.2264
H -0.6702 2.6062 -4.5076
H -0.4712 1.0790 -5.2536
H 0.8203 -2.7409 -3.6963
H 0.7478 -4.0831 -5.7714
H -1.3994 -5.0250 -6.5583
H -3.4648 -4.6324 -5.2570
H -3.3796 -3.2988 -3.1873
H -1.7200 -4.7380 -1.4838
H -2.5087 -5.5898 0.7230
H -2.8694 -3.9293 2.5818
H -2.3298 -1.5709 2.1699
C -4.3297 1.4790 -1.0773
P -3.3513 0.4609 0.0920
C -4.4904 -0.9741 0.0566
C -3.6913 1.2445 1.7199
C -4.8112 0.9709 2.5002
C -4.9353 1.5260 3.7660
C -3.9499 2.3737 4.2541
C -2.8414 2.6733 3.4740
C -2.7052 2.1044 2.2150
P -1.3100 2.4408 1.0910
C 0.0559 3.1598 2.0537
C -1.9305 3.9609 0.2774
H -5.3341 1.6026 -0.6701
H -4.3817 0.9401 -2.0253
H -3.8834 2.4449 -1.2816
H -5.5163 -0.6145 -0.0237
H -4.4029 -1.6149 0.9268
H -4.2596 -1.5589 -0.8356
H -5.5842 0.3075 2.1369
H -5.7966 1.2892 4.3742
H -4.0403 2.7954 5.2454
H -2.0744 3.3329 3.8588
H -0.1339 4.2204 2.2209
H 0.9644 3.0430 1.4631
H 0.2136 2.6551 3.0011
H -2.1943 4.6655 1.0682
H -2.8097 3.7617 -0.3259
H -1.1619 4.3964 -0.3585
F -0.4015 -4.0557 5.9045
C -0.3259 -3.0578 4.9885
C -1.2651 -2.0457 5.0287
C -1.1806 -1.0362 4.0823
C -0.1986 -1.0378 3.0855
C -0.1379 0.0652 2.0738
C 0.7592 -2.0484 3.1259
C 0.6958 -3.0691 4.0625
H -2.0276 -2.0481 5.7953
H -1.9109 -0.2320 4.1037
H 0.9152 0.3158 1.9090
H -0.5609 0.9033 2.6219
H 1.5670 -2.0425 2.4117
H 1.4280 -3.8632 4.0752
F 2.6259 -2.7171 0.3899
B 1.3826 -2.8363 -0.1650
F 0.7724 -1.4446 -0.1275
F 0.5683 -3.6656 0.5700
F 1.3978 -3.2056 -1.4893
C 1.7953 4.2094 -0.8582
C 2.7072 3.1093 -1.4066
C 2.3525 2.9017 -2.8854
C 4.1702 3.5596 -1.3366
Si 2.4761 1.4483 -0.4971
O 0.8954 1.1243 -0.3081
C 3.2437 1.4844 1.2319
C 3.5088 2.6330 1.9799
C 3.9883 2.5617 3.2812
C 4.2202 1.3280 3.8670
C 3.9720 0.1702 3.1447
C 3.4957 0.2513 1.8454
C 3.4289 0.1809 -1.4995
C 4.7740 -0.0734 -1.2261
C 5.5240 -0.9291 -2.0182
C 4.9396 -1.5474 -3.1117
C 3.6071 -1.3051 -3.4049
C 2.8612 -0.4540 -2.6044
H 1.9019 5.1197 -1.4568
H 2.0252 4.4756 0.1741
H 0.7496 3.8994 -0.9101
H 2.3855 3.8629 -3.4093
H 1.3500 2.4890 -3.0019
H 3.0546 2.2270 -3.3751
H 4.3133 4.4463 -1.9626
H 4.8422 2.7847 -1.7086
H 4.4844 3.8126 -0.3255
H 3.3324 3.6116 1.5548
H 4.1839 3.4701 3.8354
H 4.5969 1.2690 4.8797
H 4.1492 -0.7990 3.5925
H 3.3144 -0.6633 1.2963
H 5.2458 0.3965 -0.3722
H 6.5621 -1.1171 -1.7786
H 5.5188 -2.2207 -3.7299
H 3.1483 -1.7919 -4.2553
H 1.8190 -0.2807 -2.8483
*
```

- molecular weight (g mol⁻¹) = 1088.69
- energy relative to the best compared isomer or geometry (same formula, charge and spin) (kcal/mol) = 1.2
- gap between HOMO and LUMO (spin up / spin down) (eV) = 5.87 / 5.87
- LUMO (spin up / spin down) (eV) = -0.76 / -0.76